A 2-piece molecular cluster, C7H14Cl2N2 overall, computed with the ωB97M-V functional and the def2-TZVPD basis.

## Properties
LUMO (alpha / beta) in eV: -12.597 / -12.653
Charge: +2
Total energy in eV: -35487.12878
HOMO (alpha / beta) in eV: -18.841 / -18.926
Energy above the lowest of the compared OMol25 structures with the same formula, charge and spin in eV: 2.498

XYZ file:
```
25
Properties=species:S:1:pos:R:3:forces:R:3
C 1.3530 -0.2724 0.4699 -1.13 -1.94 0.49
C 0.6967 -1.5443 1.0310 1.38 0.55 2.47
C 0.6753 0.9958 0.5668 -0.48 4.48 0.85
C -0.1900 -2.1763 0.0284 -1.33 -1.87 -0.22
C -1.4060 -1.3439 -0.3741 1.66 0.29 -1.04
C -1.0435 0.0880 -0.9735 -1.95 -2.62 0.83
C -1.1444 2.4234 -0.1890 2.48 1.64 -3.18
N 2.3993 -0.3373 -0.1882 3.33 1.96 -1.66
N -0.7822 1.0866 0.1314 1.62 -2.31 -0.97
Cl 3.4090 2.0716 -0.7723 -0.81 -2.06 0.41
Cl 3.5552 -1.4080 -0.6469 -0.87 0.29 0.56
H 1.4781 -2.2205 1.3304 0.82 -0.51 -0.60
H 0.4064 -1.3342 2.1030 -0.93 0.38 -1.26
H 0.7855 1.4942 1.5727 -0.39 -1.09 -0.42
H 1.1982 1.7983 -0.0073 -0.27 -0.96 -0.22
H 0.4708 -2.5045 -0.7926 -0.55 0.28 -0.13
H -0.5903 -3.1512 0.4478 0.58 1.03 -0.27
H -2.0891 -1.9147 -1.0044 0.51 0.22 -0.77
H -2.0313 -1.2797 0.4606 -0.92 0.72 1.80
H -0.1527 -0.0182 -1.5394 0.48 0.36 -1.05
H -1.9735 0.2560 -1.5285 0.69 1.20 -0.13
H -2.0716 2.5251 -0.5753 -3.40 -0.36 -0.80
H -1.0387 3.0554 0.5836 0.25 1.91 3.26
H -0.5585 2.9612 -0.9990 0.10 -1.45 0.69
H -1.3556 0.7496 0.8649 -0.86 -0.15 1.35
```
Positions in Å, forces in eV/Å.


A 3-piece molecular cluster, C7H14ClFN3O5S2 overall, computed with the ωB97M-V functional and the def2-TZVPD basis.

## Properties
LUMO in eV: -4.788
Charge: +1
Total energy in eV: -59097.77458
HOMO in eV: -11.833

XYZ file:
```
33
Properties=species:S:1:pos:R:3:forces:R:3
O 0.3868 2.0399 2.5041 -0.14 -0.03 0.09
S 0.0727 2.0320 1.1268 0.28 0.05 0.04
O 0.4110 3.0831 0.2453 -0.08 0.08 -0.14
F -1.4494 1.7249 0.9725 0.11 0.06 0.01
C 0.6921 0.4718 0.3890 -0.38 -0.20 0.49
O -0.0260 0.0837 -0.7136 -0.09 0.35 -0.16
N 2.0767 0.6884 -0.0046 0.41 -0.13 0.02
C 2.8020 -0.4052 -0.0123 -0.18 0.12 0.02
S 2.0024 -1.7912 0.5378 0.15 0.11 0.49
C 0.8442 -0.6261 1.4542 0.67 -0.43 -0.69
Cl -0.6160 -1.3887 1.9698 -0.16 0.02 -0.01
H -0.9791 0.0943 -0.5279 0.09 -0.11 -0.02
H 2.4494 1.5977 -0.2572 -0.16 0.03 -0.15
H 3.8437 -0.3923 -0.2969 -0.05 -0.02 -0.14
H 1.4611 -0.2717 2.2777 -0.41 0.08 0.24
O 3.7950 -1.7519 -1.8994 -0.17 0.10 -0.08
C 3.5122 -1.7835 -3.0993 0.06 -0.13 -0.14
N 2.2400 -1.6956 -3.5309 0.02 0.06 0.14
C 4.5764 -1.9313 -4.1498 -0.09 0.01 -0.06
H 2.0030 -1.7307 -4.5060 0.03 -0.02 -0.01
H 1.4956 -1.6236 -2.8566 -0.01 -0.03 -0.04
H 5.1178 -2.8582 -3.9689 0.03 0.02 0.04
H 5.2777 -1.1035 -4.0595 0.03 -0.03 0.03
H 4.1709 -1.9467 -5.1591 0.01 0.00 0.00
O -5.4043 -0.7206 2.5066 -0.01 -0.03 -0.05
C -5.1039 0.4489 2.6134 0.04 0.00 0.01
N -3.8374 0.8184 2.9752 0.10 0.02 -0.14
C -6.0776 1.5724 2.3540 0.11 0.07 0.03
H -3.5492 1.7730 3.0775 -0.11 0.03 0.08
H -3.1837 0.0833 3.1802 -0.02 0.02 0.10
H -6.9230 1.4621 3.0302 -0.03 -0.03 -0.03
H -6.4438 1.4885 1.3325 -0.04 -0.03 0.01
H -5.6375 2.5587 2.4956 -0.01 0.00 0.00
```
Positions in Å, forces in eV/Å.


C7H14ClMoN5O6Se as an isolated structure, computed with the ωB97M-V functional and the def2-TZVPD basis.

## Properties
LUMO (alpha / beta) in eV: -8.387 / -8.220
Charge: +2
2S+1: 3
Total energy in eV: -106924.02564
HOMO (alpha / beta) in eV: -15.990 / -16.467
<S²>: 2.0171
Energy above the lowest of the compared OMol25 structures with the same formula, charge and spin in eV: 0.631

XYZ file:
```
35
Properties=species:S:1:pos:R:3:forces:R:3
Mo -3.6200 -0.1529 -1.0381 -0.09 0.10 -1.13
N -1.5588 -0.6732 -1.6573 -0.01 0.03 0.00
C -0.6165 -0.6522 -0.5012 0.07 -0.10 0.33
C 0.8294 -0.2743 -0.8592 -0.07 -0.04 0.13
C 1.8981 -0.9830 -0.0185 0.01 0.00 0.00
C 1.9833 -0.6225 1.4662 -0.06 -0.04 0.02
N 2.2060 0.7930 1.7490 0.00 -0.07 -0.08
C 3.3889 1.3695 1.9366 0.03 -0.03 -0.01
N 3.4463 2.6384 2.3363 0.03 0.02 -0.01
N 4.5208 0.7001 1.7220 -0.03 0.04 0.02
C -1.2412 0.2167 0.5870 -0.35 0.23 -0.47
O -0.6795 0.8173 1.4368 0.05 -0.02 0.09
O -2.6250 0.2270 0.4881 0.19 -0.34 0.26
H -1.5911 -1.6159 -2.0456 -0.01 0.04 -0.09
H -1.2094 -0.0689 -2.4032 -0.04 0.08 0.09
H -0.6486 -1.6623 -0.0761 0.11 -0.03 -0.02
H 0.9386 0.8106 -0.8256 0.00 -0.02 0.02
H 1.0012 -0.5691 -1.8963 -0.03 0.01 -0.02
H 2.8610 -0.8001 -0.5002 0.01 0.04 0.01
H 1.7387 -2.0635 -0.0737 0.04 -0.01 0.00
H 2.7736 -1.2023 1.9430 0.00 -0.06 0.00
H 1.0687 -0.9024 1.9878 0.03 0.04 0.01
H 1.3754 1.3522 1.8710 -0.02 0.03 -0.01
H 2.6158 3.1398 2.6012 0.00 0.01 0.01
H 4.3239 3.1250 2.4118 -0.01 0.00 0.00
H 4.5170 -0.2454 1.3840 0.01 0.01 -0.01
H 5.4116 1.0957 1.9727 0.00 0.00 0.00
O -4.8621 -3.1039 -0.6613 -0.01 -0.10 0.00
Cl -5.3497 -2.1658 -1.5825 -0.27 0.45 -0.21
O -6.3753 -2.5707 -2.4259 0.28 0.22 0.09
O -4.1265 -1.6044 -2.3899 0.22 -0.42 0.55
O -5.6560 -0.8554 -0.8755 0.07 0.02 0.26
Se -3.8242 1.9727 -2.2781 -0.23 -0.32 0.34
C -2.0256 2.2057 -1.9673 0.11 0.32 -0.28
N -0.8890 2.3249 -1.8177 -0.01 -0.11 0.14
```
Positions in Å, forces in eV/Å.


An isolated ion of composition C7H14ClN3O and charge +2, computed with the ωB97M-V functional and the def2-TZVPD basis.

## Properties
LUMO in eV: -7.748
SMILES string: CC(=C\O)/C=C([NH3+])\C(N)=C(/[NH3+])Cl
Charge: +2
Total energy in eV: -26506.83613
HOMO in eV: -15.664
Energy above the lowest of the compared OMol25 structures with the same formula, charge and spin in eV: 2.384

XYZ file:
```
26
Properties=species:S:1:pos:R:3:forces:R:3
C 2.8785 1.0525 0.2216 0.39 -0.29 0.36
C 1.4480 0.7579 -0.2005 -1.49 2.13 -0.08
C 0.5282 1.6584 -0.8027 1.85 -0.73 0.83
O 0.7812 2.8479 -1.3051 -0.75 -0.64 0.33
C 1.0070 -0.5706 0.0240 -1.15 -0.22 -0.17
C -0.1573 -1.2431 -0.0394 -2.69 0.34 -1.44
N -0.1510 -2.7453 -0.1840 3.28 0.21 2.97
C -1.5213 -0.6846 -0.3343 0.43 0.93 1.23
N -2.2641 -1.2007 -1.3687 2.65 -2.95 0.45
C -1.9745 0.4083 0.3717 0.61 -1.19 1.32
N -1.2409 1.0083 1.6466 -1.86 -2.89 -0.55
Cl -3.5390 1.0165 0.1424 -0.03 0.44 0.16
H 3.1786 0.8737 1.2890 -0.91 -0.10 -0.80
H 3.2104 2.0463 0.0473 -0.17 1.22 -0.19
H 3.5886 0.4989 -0.3692 0.17 -0.63 -0.31
H -0.5367 1.4108 -0.8486 0.63 0.17 -0.49
H 1.7115 3.0641 -1.2933 0.79 0.23 -0.01
H 1.7863 -1.1947 0.2992 1.89 -1.25 0.35
H -0.0612 -3.1766 -1.1233 -0.54 0.21 0.53
H -0.6880 -3.2312 0.5558 -0.96 -0.01 -1.19
H 0.7722 -2.9297 0.3178 -0.58 -0.21 -1.31
H -2.2191 -2.2575 -1.5225 -0.13 2.33 0.09
H -3.1556 -0.8442 -1.4612 -2.29 0.72 -0.33
H -1.7713 1.7975 1.9259 -0.28 1.97 -0.31
H -1.3478 0.4773 2.5523 0.32 -0.42 -1.31
H -0.2627 1.1596 1.4590 0.82 0.62 -0.13
```
Positions in Å, forces in eV/Å.